# 1
{
  "formula": "C41H68AsHgN6O2Si2Te",
  "method": "the ωB97M-V functional and the def2-TZVPD basis",
  "e_homo_ha": [-0.13137, -0.13134],
  "charge": -1,
  "homo_lumo_gap_ev": [5.9, 5.9],
  "total_energy_ev": -144717.1945,
  "symbols": ["Hg", "C", "C", "N", "C", "C", "N", "C", "C", "N", "C", "C", "N", "C", "C", "C", "C", "C", "C", "C", "N", "H", "H", "H", "H", "H", "H", "H", "H", "H", "H", "H", "H", "H", "H", "H", "H", "H", "H", "H", "H", "H", "H", "H", "O", "H", "H", "C", "Si", "C", "C", "As", "Si", "C", "C", "C", "H", "H", "H", "H", "H", "H", "H", "H", "H", "H", "H", "H", "H", "H", "H", "H", "H", "H", "C", "C", "O", "N", "Te", "C", "C", "C", "C", "C", "C", "C", "C", "C", "C", "C", "C", "C", "C", "C", "C", "C", "C", "H", "H", "H", "H", "H", "H", "H", "H", "H", "H", "H", "H", "H", "H", "H", "H", "H", "H", "H", "H", "H", "H", "H", "H", "H"],
  "coordinates": [[10.198, 12.035, 14.855], [11.125, 7.698, 16.330], [10.931, 9.125, 16.051], [10.341, 9.658, 15.038], [9.632, 8.890, 13.997], [8.202, 9.601, 13.980], [8.197, 11.030, 13.774], [7.125, 11.769, 14.472], [7.220, 13.210, 14.136], [8.551, 13.814, 14.318], [8.745, 14.968, 15.152], [9.532, 14.684, 16.449], [10.808, 14.079, 16.218], [11.530, 13.776, 17.461], [12.084, 14.862, 18.289], [11.612, 12.424, 17.797], [12.141, 11.906, 19.032], [12.576, 10.614, 19.189], [12.142, 9.647, 18.264], [11.384, 10.101, 17.164], [10.993, 11.402, 17.015], [10.901, 7.088, 15.419], [10.580, 7.216, 17.191], [12.181, 7.398, 16.509], [9.556, 7.788, 14.162], [10.180, 9.095, 13.071], [7.719, 9.429, 14.935], [7.517, 9.084, 13.297], [8.181, 11.375, 12.765], [7.195, 11.558, 15.540], [6.149, 11.371, 14.099], [6.456, 13.788, 14.666], [6.989, 13.282, 13.087], [9.086, 13.960, 13.495], [7.804, 15.424, 15.517], [9.179, 15.727, 14.629], [8.980, 13.946, 17.049], [9.562, 15.629, 16.980], [11.485, 15.779, 18.221], [13.106, 15.074, 17.922], [12.092, 14.517, 19.304], [12.309, 12.553, 19.850], [13.106, 10.344, 20.092], [12.520, 8.655, 18.374], [7.841, 10.627, 17.943], [8.627, 11.029, 17.497], [7.564, 11.357, 18.474], [5.355, 12.347, 10.482], [7.059, 11.950, 9.839], [6.958, 12.483, 8.070], [7.393, 10.110, 9.752], [8.846, 12.941, 11.055], [10.698, 12.127, 9.820], [11.257, 10.588, 10.680], [10.514, 11.652, 7.957], [12.138, 13.383, 10.004], [4.646, 11.834, 9.763], [5.179, 13.383, 10.315], [5.052, 12.036, 11.468], [6.212, 11.835, 7.593], [7.893, 12.283, 7.568], [6.768, 13.559, 7.938], [6.729, 9.514, 9.019], [7.237, 9.566, 10.733], [8.467, 10.011, 9.523], [10.635, 9.616, 10.501], [11.396, 10.883, 11.749], [12.322, 10.387, 10.348], [9.898, 10.650, 7.893], [11.433, 11.391, 7.573], [10.039, 12.336, 7.171], [12.245, 13.523, 11.038], [11.883, 14.344, 9.521], [13.123, 13.074, 9.644], [13.014, 15.233, 13.536], [12.024, 14.334, 14.285], [11.574, 13.310, 13.669], [11.671, 14.895, 15.439], [9.552, 16.497, 11.252], [9.631, 18.613, 11.484], [9.449, 19.254, 12.695], [8.952, 18.466, 13.912], [9.551, 20.637, 12.789], [9.816, 21.416, 11.690], [10.135, 22.961, 11.832], [10.095, 20.782, 10.455], [9.943, 19.398, 10.329], [10.200, 18.772, 9.017], [7.910, 16.582, 9.868], [6.785, 17.203, 10.196], [6.525, 17.757, 11.507], [5.724, 17.403, 9.232], [5.877, 17.038, 7.946], [4.991, 17.386, 6.766], [7.116, 16.402, 7.645], [8.116, 16.146, 8.558], [9.411, 15.363, 8.263], [13.989, 14.745, 13.516], [13.064, 16.186, 14.016], [12.592, 15.316, 12.530], [9.753, 17.957, 14.455], [8.214, 17.699, 13.632], [8.573, 19.212, 14.687], [9.402, 21.134, 13.754], [9.739, 23.523, 10.953], [11.230, 23.074, 11.831], [9.787, 23.387, 12.781], [10.162, 21.399, 9.557], [10.703, 19.493, 8.362], [9.315, 18.427, 8.518], [10.876, 17.942, 9.081], [6.826, 17.061, 12.285], [5.406, 17.936, 11.570], [7.042, 18.716, 11.600], [4.770, 17.895, 9.601], [4.619, 16.446, 6.277], [5.619, 17.852, 6.045], [4.172, 18.063, 6.910], [7.231, 15.982, 6.629], [9.544, 15.080, 7.183], [9.306, 14.404, 8.861], [10.285, 16.039, 8.450]],
  "mulliken_charge": [1.833, -1.742, 0.312, 0.389, -0.699, -1.097, 1.241, -0.659, -1.155, 0.980, -1.386, -1.285, 2.190, -0.810, -1.723, 1.017, -1.348, -0.701, -0.956, 0.943, 0.197, 0.399, 0.253, 0.374, 0.601, -0.009, 0.465, 0.393, -1.191, 0.255, 0.525, 0.447, 0.300, -0.196, 0.479, 0.390, 0.145, 0.578, 0.289, 0.160, 0.570, 0.312, 0.388, 0.327, -0.682, 0.143, 0.300, -1.269, 0.578, -0.765, -0.718, 0.515, 0.344, -0.705, -1.212, -0.655, 0.304, 0.335, 0.341, 0.389, 0.080, 0.026, 0.310, 0.063, -0.012, 0.228, -0.136, 0.375, 0.239, 0.564, 0.225, -0.214, 0.124, 0.477, -1.119, 0.550, -0.811, -1.301, 1.173, -0.996, 1.429, -1.114, -0.929, 0.666, -1.558, -0.904, 1.282, -1.493, -0.468, 1.694, -1.180, -1.003, 0.406, -1.737, -0.495, 0.945, -1.061, 0.273, 0.369, 0.079, 0.413, -0.152, 0.283, 0.281, 0.331, 0.319, 0.359, 0.327, 0.438, 0.287, 0.164, -0.191, 0.373, 0.239, 0.151, 0.293, 0.399, 0.434, 0.266, 0.397, -0.423, -0.076]
}

# 2
{
  "formula": "C41H69BCl2F7INO16",
  "method": "the ωB97M-V functional and the def2-TZVPD basis",
  "e_homo_ha": -0.16770,
  "charge": -1,
  "relative_energy_kj_mol": 430.6,
  "homo_lumo_gap_ev": 5.9,
  "total_energy_ev": -130729.2348,
  "symbols": ["C", "C", "C", "I", "B", "C", "C", "O", "F", "O", "C", "C", "C", "C", "N", "C", "Cl", "C", "C", "Cl", "C", "C", "C", "O", "F", "C", "F", "F", "C", "F", "F", "F", "O", "H", "H", "H", "H", "H", "H", "H", "H", "H", "H", "H", "H", "H", "H", "H", "H", "H", "H", "H", "H", "H", "O", "C", "O", "C", "C", "C", "H", "H", "H", "H", "H", "H", "H", "H", "O", "C", "O", "C", "C", "C", "H", "H", "H", "H", "H", "H", "H", "H", "O", "C", "O", "C", "C", "C", "H", "H", "H", "H", "H", "H", "H", "H", "O", "C", "O", "C", "C", "C", "H", "H", "H", "H", "H", "H", "H", "H", "O", "C", "O", "C", "C", "C", "H", "H", "H", "H", "H", "H", "H", "H", "O", "C", "O", "C", "C", "C", "H", "H", "H", "H", "H", "H", "H", "H"],
  "coordinates": [[2.585, 2.455, -1.470], [1.516, 3.318, -2.337], [0.282, 3.867, -1.434], [1.022, 5.750, -0.522], [-1.120, 4.080, -2.297], [-0.860, 5.324, -3.332], [-1.620, 6.683, -3.013], [-1.864, 7.178, -1.903], [-2.038, 7.469, -4.169], [-2.142, 4.154, -1.246], [-3.369, 3.392, -1.576], [-4.376, 4.564, -1.911], [-4.904, 4.853, -3.363], [-6.461, 4.540, -3.688], [-4.225, 5.419, -4.360], [-3.746, 2.966, -0.031], [-3.675, 4.514, 1.027], [-5.113, 2.211, 0.215], [-6.009, 2.898, 1.396], [-6.248, 1.910, -1.174], [-2.832, 2.249, -2.595], [-3.397, 2.039, -4.070], [-4.766, 1.233, -4.221], [-5.513, 1.559, -5.185], [-5.202, 0.129, -3.452], [-2.304, 0.867, -1.919], [-3.359, 0.152, -1.228], [-1.267, 1.092, -0.943], [-1.663, -0.208, -2.902], [-1.105, -1.232, -2.046], [-2.557, -0.904, -3.746], [-0.583, 0.217, -3.696], [-1.529, 2.826, -2.956], [3.149, 1.736, -2.164], [2.069, 1.845, -0.639], [3.409, 3.142, -1.033], [1.175, 2.742, -3.271], [2.072, 4.249, -2.714], [0.184, 3.146, -0.555], [-1.233, 4.984, -4.378], [0.259, 5.574, -3.498], [-5.325, 4.530, -1.244], [-3.884, 5.560, -1.574], [-6.793, 5.273, -4.522], [-7.130, 4.784, -2.789], [-6.651, 3.491, -4.085], [-4.854, 5.466, -5.178], [-2.906, 2.332, 0.446], [-4.866, 1.169, 0.655], [-6.426, 3.916, 1.103], [-6.926, 2.194, 1.495], [-5.494, 2.864, 2.412], [-3.519, 3.013, -4.680], [-2.649, 1.459, -4.744], [3.406, 0.045, -1.423], [3.365, -0.858, -0.617], [3.351, -0.587, 0.700], [3.127, -1.567, 1.724], [4.416, -2.275, 2.089], [3.425, -2.293, -1.065], [2.332, -2.259, 1.438], [2.760, -1.020, 2.596], [4.829, -2.825, 1.240], [4.248, -2.980, 2.907], [5.175, -1.552, 2.397], [4.466, -2.570, -1.237], [2.867, -2.385, -1.999], [2.969, -2.992, -0.367], [3.486, 7.020, -2.783], [4.213, 6.736, -3.705], [4.740, 5.500, -3.794], [5.464, 5.007, -4.928], [6.925, 5.404, -4.853], [4.616, 7.777, -4.714], [4.990, 5.318, -5.862], [5.386, 3.918, -4.891], [7.050, 6.488, -4.872], [7.483, 4.977, -5.691], [7.368, 5.050, -3.919], [5.447, 8.359, -4.314], [3.763, 8.436, -4.888], [4.888, 7.368, -5.685], [-5.168, 1.371, 4.180], [-5.716, 1.825, 5.158], [-6.996, 2.234, 5.086], [-7.788, 2.622, 6.217], [-7.555, 4.077, 6.569], [-4.955, 2.029, 6.438], [-7.619, 1.951, 7.063], [-8.831, 2.487, 5.921], [-6.519, 4.262, 6.858], [-8.203, 4.381, 7.396], [-7.762, 4.716, 5.707], [-4.403, 2.969, 6.380], [-4.249, 1.204, 6.555], [-5.580, 2.025, 7.329], [1.548, -4.826, 2.130], [1.918, -5.811, 1.528], [3.227, -5.992, 1.270], [3.784, -7.197, 0.726], [3.691, -7.202, -0.786], [0.926, -6.796, 0.978], [3.328, -8.080, 1.180], [4.836, -7.207, 1.021], [2.654, -7.177, -1.126], [4.167, -8.097, -1.197], [4.183, -6.319, -1.202], [0.548, -6.428, 0.024], [0.099, -6.884, 1.685], [1.326, -7.796, 0.852], [5.536, 0.105, 5.414], [4.581, -0.324, 6.019], [4.328, -1.647, 6.031], [3.336, -2.279, 6.852], [1.974, -2.232, 6.191], [3.611, 0.611, 6.687], [3.332, -1.855, 7.859], [3.647, -3.321, 6.959], [1.629, -1.205, 6.050], [1.234, -2.764, 6.795], [2.015, -2.691, 5.200], [2.902, 0.980, 5.945], [4.173, 1.451, 7.100], [3.072, 0.165, 7.520], [0.405, -9.200, -0.291], [0.950, -10.245, -0.568], [1.990, -10.678, 0.168], [2.592, -11.975, 0.037], [3.631, -11.983, -1.066], [0.541, -11.025, -1.786], [1.832, -12.749, -0.093], [3.081, -12.182, 0.992], [3.187, -11.765, -2.039], [4.124, -12.957, -1.122], [4.387, -11.215, -0.883], [1.032, -10.603, -2.663], [-0.542, -10.939, -1.902], [0.757, -12.089, -1.721]],
  "mulliken_charge": [-0.981, 0.528, -0.922, -0.071, -0.020, 0.066, 0.395, -0.519, -0.348, -0.404, 0.845, -0.112, -0.161, -1.287, -0.440, -0.510, -0.232, 0.382, -1.286, -0.198, 0.963, -0.998, 0.279, -0.598, -0.243, 0.836, -0.338, -0.228, 0.258, -0.288, -0.233, -0.197, -0.529, 0.414, 0.093, 0.184, 0.185, -0.246, 0.410, 0.044, 0.074, 0.252, 0.303, 0.479, 0.227, 0.144, 0.244, 0.569, 0.405, 0.240, 0.404, 0.245, 0.370, 0.610, -0.551, 0.680, -0.382, -0.307, -0.948, -0.918, 0.305, 0.290, 0.288, 0.273, 0.337, 0.270, 0.382, 0.153, -0.486, 0.821, -0.346, -0.420, -1.007, -1.152, 0.347, 0.362, 0.267, 0.364, 0.306, 0.268, 0.307, 0.376, -0.555, 0.916, -0.378, -0.415, -0.988, -1.111, 0.372, 0.330, 0.273, 0.370, 0.296, 0.251, 0.320, 0.346, -0.595, 0.794, -0.374, -0.374, -0.966, -0.711, 0.338, 0.357, 0.239, 0.326, 0.330, 0.269, 0.378, 0.031, -0.572, 0.804, -0.374, -0.437, -0.811, -0.972, 0.369, 0.311, 0.270, 0.353, 0.182, 0.248, 0.304, 0.340, -0.560, 0.918, -0.395, -0.443, -0.949, -1.157, 0.369, 0.339, 0.266, 0.374, 0.263, 0.257, 0.333, 0.363]
}